Record 1
# CH9N2O

A cluster of 2 separate species, CH9N2O in total in a non-equilibrium geometry (ωB97M-V/def2-TZVPD, OMol25).

Cartesian coordinates (Å):
1 N -1.266 0.073 0.844
2 C -0.415 -1.085 0.717
3 O 0.348 -0.988 -0.520
4 H -0.855 0.883 1.299
5 H -1.616 0.398 -0.048
6 H 0.334 -1.048 1.536
7 H -1.010 -2.013 0.735
8 H 1.099 -1.590 -0.404
9 N 0.963 1.582 -0.834
10 H 1.970 1.677 -0.796
11 H 0.707 0.641 -0.314
12 H 0.537 2.430 -0.437
13 H 0.666 1.453 -1.777

Output
Lowest unoccupied orbital energy, eV: -3.94
HOMO level, eV: -14.298
Charge: +1
Gap between HOMO and LUMO, eV: 10.35

Record 2
# C6H9NS

A cluster of 2 separate species, C6H9NS in total in a non-equilibrium geometry (ωB97M-V/def2-TZVPD, OMol25).

Cartesian coordinates (Å):
1 C 1.359 -1.721 0.502
2 C 0.250 -0.974 0.663
3 C -0.380 0.277 0.919
4 C 0.202 -0.861 -3.259
5 C -1.108 0.463 2.231
6 C 0.206 1.516 0.420
7 N 2.340 -2.316 0.350
8 S -1.133 -0.867 -0.393
9 H -0.212 -1.704 -2.778
10 H 0.316 -0.865 -4.317
11 H 0.514 0.101 -2.704
12 H -1.458 -0.500 2.432
13 H -1.757 1.257 2.084
14 H -0.248 0.710 2.928
15 H 0.696 1.332 -0.452
16 H 0.961 1.901 1.041
17 H -0.547 2.252 0.332

Output
Lowest unoccupied orbital energy (spin up / spin down), eV: -1.15 / 0.02
HOMO level (spin up / spin down), eV: -8.819 / -8.212
Charge: 0
Gap between HOMO and LUMO (spin up / spin down), eV: 7.66 / 8.23

Record 3
# C13H28N3O6P

A cluster of 3 separate species, C13H28N3O6P in total in a non-equilibrium geometry (ωB97M-V/def2-TZVPD, OMol25).

Cartesian coordinates (Å):
1 C 5.697 -1.752 0.133
2 C 4.087 -1.901 0.045
3 C 3.284 -0.883 1.011
4 C 4.305 0.186 1.702
5 C 2.214 -0.006 0.208
6 O 1.813 1.289 0.719
7 C 0.396 1.326 0.948
8 O -0.132 2.071 1.789
9 O -0.175 0.346 0.086
10 C 0.824 -0.655 -0.263
11 P 0.188 -2.246 0.549
12 N -1.588 -2.109 0.389
13 O 0.452 -2.243 2.253
14 H 6.213 -2.579 -0.490
15 H 6.053 -0.751 -0.310
16 H 6.091 -1.900 1.207
17 H 3.870 -3.008 0.266
18 H 3.794 -1.698 -1.047
19 H 2.854 -1.487 1.882
20 H 4.844 0.770 0.864
21 H 3.708 0.898 2.386
22 H 5.059 -0.333 2.400
23 H 2.749 0.196 -0.798
24 H 0.943 -0.772 -1.390
25 H -1.894 -1.633 1.266
26 H -2.016 -3.054 0.421
27 H 0.600 -3.191 2.491
28 C -0.689 6.603 1.588
29 N -0.129 6.056 0.369
30 C 0.342 4.684 0.367
31 C -0.031 6.790 -0.775
32 O 0.428 6.391 -1.829
33 H 0.066 6.562 2.377
34 H -1.556 6.006 1.881
35 H -1.000 7.639 1.444
36 H 1.403 4.671 0.107
37 H -0.211 4.118 -0.386
38 H 0.199 4.228 1.346
39 H -0.417 7.817 -0.665
40 C -5.340 -2.668 -2.734
41 N -5.083 -3.925 -2.062
42 C -6.148 -4.542 -1.294
43 C -3.872 -4.548 -2.128
44 O -3.591 -5.602 -1.589
45 H -5.623 -1.918 -1.991
46 H -6.158 -2.805 -3.445
47 H -4.454 -2.323 -3.270
48 H -5.824 -4.652 -0.257
49 H -6.356 -5.534 -1.703
50 H -7.051 -3.932 -1.334
51 H -3.136 -3.996 -2.735

Output
Lowest unoccupied orbital energy, eV: 0.40
HOMO level, eV: -8.877
SMILES: CC[C@@H](C)[C@@H]1OC(=O)O[C@@H]1P(N)O.CN(C)C=O.CN(C)C=O
Charge: 0
Gap between HOMO and LUMO, eV: 9.28

Record 4
# C22H27NO7S

An isolated molecule of C22H27NO7S in a non-equilibrium geometry (ωB97M-V/def2-TZVPD, OMol25).

Cartesian coordinates (Å):
1 C 1.103 -1.552 -1.500
2 S 0.998 0.028 -2.416
3 C 2.865 0.527 -2.530
4 C 3.770 0.307 -1.235
5 N 3.068 1.154 -0.138
6 C 2.815 0.517 1.142
7 O 2.790 -0.727 1.132
8 C 2.007 1.496 1.887
9 O 0.957 0.966 2.715
10 C -0.039 0.528 1.642
11 C -0.313 1.580 0.673
12 C -1.460 1.210 -0.344
13 C -2.054 0.029 -0.125
14 C -1.795 -1.016 1.074
15 O -2.404 -2.279 1.072
16 C -2.295 -2.915 2.197
17 O -3.025 -3.731 2.185
18 C -1.174 -2.526 3.168
19 C -1.221 -3.762 4.157
20 C -0.497 -1.591 2.921
21 C 0.503 -1.238 4.000
22 C -0.731 -0.490 2.020
23 C -3.105 -0.448 -1.260
24 C -2.771 0.292 -2.505
25 C -2.602 1.965 -2.038
26 C -2.124 2.453 -3.453
27 C -3.813 2.466 -1.701
28 O -1.656 2.040 -1.293
29 C 4.984 1.007 -1.485
30 O 5.361 2.065 -1.081
31 O 5.780 0.188 -2.067
32 H 1.463 -1.663 -0.524
33 H 0.036 -2.053 -1.385
34 H 1.643 -2.266 -2.272
35 H 3.265 -0.062 -3.230
36 H 2.931 1.326 -2.961
37 H 3.848 -0.586 -0.826
38 H 3.090 1.983 -0.123
39 H 2.827 1.493 2.927
40 H 1.975 2.461 1.690
41 H 0.323 2.419 0.514
42 H -2.025 -4.402 3.809
43 H -0.126 -4.292 4.178
44 H -1.262 -3.165 5.113
45 H 1.557 -1.346 3.500
46 H 0.631 -2.184 4.608
47 H 0.409 -0.365 4.541
48 H -3.191 -1.521 -1.331
49 H -4.040 -0.414 -0.773
50 H -3.495 0.019 -2.984
51 H -1.836 -0.284 -2.946
52 H -1.085 2.068 -3.756
53 H -3.057 2.498 -4.180
54 H -1.842 3.720 -3.162
55 H -3.774 3.566 -1.680
56 H -4.583 2.131 -2.342
57 H -4.259 1.969 -0.646
58 H 6.652 0.409 -2.575

Output
Lowest unoccupied orbital energy, eV: 0.29
HOMO level, eV: -7.959
SMILES: CSC[C@H](NC(=O)COc1cc2c(c3oc(=O)c(C)c(C)c13)CCC(C)(C)O2)C(=O)O
Charge: 0
Gap between HOMO and LUMO, eV: 8.25

Record 5
# C4H3FO2

An isolated molecule of C4H3FO2 in a non-equilibrium geometry (ωB97M-V/def2-TZVPD, OMol25).

Cartesian coordinates (Å):
1 O -0.010 2.085 0.256
2 C -0.893 1.321 -0.096
3 C -0.955 -0.196 -0.158
4 O -2.108 -0.573 -0.296
5 C 0.207 -1.041 0.231
6 C 1.469 -0.627 0.057
7 F 1.819 0.554 -0.494
8 H -1.964 1.693 -0.273
9 H -0.006 -2.088 0.584
10 H 2.440 -1.128 0.190

Output
Lowest unoccupied orbital energy, eV: -0.91
HOMO level, eV: -10.111
SMILES: O=CC(=O)/C=C\F
Charge: 0
Gap between HOMO and LUMO, eV: 9.20

Record 6
# C5H6NS

The ion C5H6NS with charge +1 in a non-equilibrium geometry (ωB97M-V/def2-TZVPD, OMol25).

Cartesian coordinates (Å):
1 C 1.167 1.012 -0.990
2 C 1.333 -0.145 -1.632
3 C 0.029 2.157 0.694
4 C -0.355 -0.893 0.095
5 C -1.467 -1.255 0.951
6 N 0.335 1.187 0.058
7 S 0.430 -1.604 -1.061
8 H 1.777 1.850 -1.299
9 H 2.000 -0.621 -2.314
10 H -0.374 2.463 1.674
11 H -1.817 -2.218 0.729
12 H -2.207 -0.516 1.267
13 H -0.850 -1.418 1.827

Output
Lowest unoccupied orbital energy (spin up / spin down), eV: -5.41 / -5.41
HOMO level (spin up / spin down), eV: -12.691 / -12.602
Charge: +1
Gap between HOMO and LUMO (spin up / spin down), eV: 7.28 / 7.19

Record 7
# C5H9N

An isolated molecule of C5H9N in a non-equilibrium geometry (ωB97M-V/def2-TZVPD, OMol25).

Cartesian coordinates (Å):
1 C 2.139 -2.039 -0.947
2 C 1.657 -1.155 -0.148
3 C 0.622 -0.130 -0.429
4 C -0.828 -0.058 0.157
5 C -1.357 1.243 0.372
6 N -2.203 1.955 1.218
7 H 2.466 -2.951 -0.398
8 H 1.831 -2.179 -1.980
9 H 1.916 -1.136 0.912
10 H 0.368 0.052 -1.494
11 H 0.987 0.861 0.029
12 H -1.512 -0.908 0.426
13 H -0.602 2.033 -0.286
14 H -3.124 1.458 1.520
15 H -2.360 2.953 1.045

Output
Lowest unoccupied orbital energy, eV: 1.01
HOMO level, eV: -7.696
SMILES: C=CC/C=C/N
Charge: 0
Gap between HOMO and LUMO, eV: 8.70

Record 8
# C20H21N3O3SZn

A structure of composition C20H21N3O3SZn in a non-equilibrium geometry (ωB97M-V/def2-TZVPD, OMol25).

Cartesian coordinates (Å):
1 C -4.832 0.132 -0.639
2 C -4.880 1.427 -1.446
3 H -5.037 -0.726 -1.282
4 H -5.612 0.136 0.127
5 H -3.878 -0.024 -0.142
6 H -4.021 1.530 -2.099
7 H -5.776 1.457 -2.070
8 H -4.930 2.297 -0.788
9 C 0.666 -2.744 -0.854
10 C 1.480 -3.850 -1.157
11 C 2.588 -3.668 -1.991
12 C 2.844 -2.388 -2.474
13 H -0.159 -2.827 -0.142
14 H 1.244 -4.817 -0.729
15 H 3.252 -4.488 -2.255
16 H 3.738 -2.156 -3.055
17 N 0.841 -1.532 -1.423
18 C 1.944 -1.341 -2.197
19 C 2.164 0.028 -2.693
20 N 1.293 0.963 -2.240
21 C 1.462 2.245 -2.612
22 C 3.339 1.673 -4.023
23 C 2.445 2.633 -3.533
24 H 0.777 2.969 -2.165
25 H 2.503 3.674 -3.844
26 C 3.228 0.369 -3.549
27 H 3.952 -0.394 -3.826
28 H 4.114 1.928 -4.750
29 Zn -0.347 0.265 -0.968
30 C -1.710 1.632 -1.197
31 H -1.899 1.863 -2.251
32 H -1.235 2.494 -0.704
33 H -2.659 1.430 -0.709
34 O 2.155 2.401 3.258
35 S 2.079 0.984 3.010
36 O 3.279 0.192 3.111
37 N 1.234 0.627 1.621
38 C 0.109 -0.065 1.816
39 O -0.639 -0.511 0.883
40 C -0.203 -0.249 3.257
41 C -1.296 -0.893 3.856
42 C -1.403 -0.872 5.253
43 C -0.421 -0.244 6.041
44 C 0.713 0.319 5.430
45 C 0.789 0.297 4.042
46 H -2.030 -1.394 3.223
47 H -2.256 -1.344 5.745
48 H -0.525 -0.212 7.127
49 H 1.517 0.774 6.006

Output
Lowest unoccupied orbital energy, eV: -1.02
HOMO level, eV: -8.518
Charge: 0
Gap between HOMO and LUMO, eV: 7.50

So what do the calculations give for E_tot? Going down the list: -227.9822; -686.7697; -1469.1505; -1833.5103; -404.4952; -646.5845; -250.5363; -3342.2385 Ha.